The following is a DFT calculation (the ωB97M-V functional and the def2-TZVPD basis) of C11H18BiBrNO3 as an isolated structure.

The geometry in XYZ format:
```
35
Properties=species:S:1:pos:R:3:mulliken_charge:R:1
Bi -0.2129 -0.4043 0.1894 1.590
C 3.2414 -0.8110 0.5903 -0.832
O 2.1589 0.1638 0.6855 -0.198
C 2.5551 1.5392 0.5415 -0.495
C 1.4643 2.2387 -0.2429 -0.503
O 0.1281 1.8509 0.2293 -0.424
C -0.3394 2.4003 1.4984 -0.451
C 0.0317 1.5203 2.6725 -0.380
O -0.3946 0.1491 2.3900 -0.220
C 0.1197 -0.8208 3.3697 -0.780
H 3.8569 -0.6143 -0.2860 0.398
H 3.8555 -0.7627 1.4887 0.310
H 2.7980 -1.8024 0.5068 0.321
H 2.7140 1.9775 1.5277 0.327
H 3.4916 1.6238 -0.0121 0.527
H 1.5545 3.3231 -0.1825 0.452
H 1.4880 1.9458 -1.2929 0.252
H 0.0728 3.4011 1.6312 0.481
H -1.4207 2.4853 1.3961 0.282
H 1.0974 1.5188 2.8951 0.312
H -0.5092 1.8664 3.5560 0.538
H -0.1046 -0.4483 4.3676 0.322
H -0.4037 -1.7636 3.2194 0.385
H 1.1963 -0.9513 3.2587 0.333
Br -7.0325 -0.2210 -0.4169 0.084
C -5.1939 -0.1273 -0.2454 0.265
C -4.3439 -0.4321 -1.3200 -0.678
C -2.9903 -0.3919 -1.1366 -0.056
N -2.4205 -0.0532 0.0553 -0.157
C -3.2439 0.2655 1.0915 -0.076
C -4.6063 0.2480 0.9747 -0.855
H -4.7526 -0.7005 -2.2853 0.469
H -2.3249 -0.6237 -1.9642 0.372
H -2.7804 0.5154 2.0344 0.614
H -5.2254 0.5118 1.8217 0.471
```

Calculated values
Net charge = +3
ΔE to the lowest compared entry with this formula, charge and spin = 10.70 kJ/mol
Multiplicity = 1